DFT (ωB97M-V with the def2-TZVPD basis set) results for C3H7NO2 in the gas phase.

Structure (XYZ):
```
13
Properties=species:S:1:pos:R:3:forces:R:3
C 1.704 0.627 0.575 0.06 -0.45 -0.09
H 1.899 2.181 -0.276 -0.78 1.26 -0.38
H -1.019 -1.138 1.345 -0.10 0.06 -0.16
H -1.907 -1.453 -0.159 0.00 0.09 0.03
H 0.150 -0.477 -1.392 0.06 -0.04 0.20
N 1.077 1.623 -0.099 0.67 -0.56 -0.05
H 0.330 1.527 -0.801 0.53 -0.03 0.20
C 0.159 -0.997 -0.424 -0.24 -0.06 -0.14
H 0.356 -2.056 -0.600 -0.17 0.08 -0.05
O -1.654 0.514 0.232 0.11 0.21 0.15
O 1.255 -0.599 0.406 0.00 -0.08 0.42
C -1.156 -0.809 0.305 -0.05 -0.39 -0.05
H -1.196 1.057 0.887 -0.10 -0.08 -0.09
```
Forces are in eV/Å.

The calculation puts the lowest unoccupied orbital energy at 0.03325 Eh. Its largest force on an atom is 1.53 eV/A. The value obtained for the HOMO energy is -0.314 Eh. The energy relative to the best compared isomer or geometry (same formula, charge and spin) comes out at 3.443 eV. Its HOMO-LUMO gap is 9.461 eV.